Entry 1:
# C6H13N3

One molecule with the formula C6H13N3 in a non-equilibrium geometry (ωB97M-V with the def2-TZVPD basis set, the Open Molecules 2025 dataset).

XYZ file:
```
22
Properties=species:S:1:pos:R:3
H 2.28834 -0.47708 -1.51064
N -0.51638 -0.62477 -0.82592
H 1.96236 -1.64012 -0.19245
H -1.46199 0.90132 -1.96650
H -2.55856 -0.20141 -1.12656
H -1.53887 -1.53110 2.39639
H 2.86827 -0.17015 0.13413
H 1.68821 2.11684 -0.06517
H -1.64972 0.99098 0.93493
N 0.92746 -0.60158 2.24537
C 2.03364 -0.57872 -0.45009
C 0.28267 -0.00583 1.30675
C 0.75610 0.17613 -0.11775
C -1.27019 0.01399 1.26568
H -0.07095 2.18994 -0.22818
C -1.60062 -0.13410 -1.64722
H -0.51503 -1.62197 -0.62475
H 0.29495 -0.77953 3.03499
C 0.81982 1.63660 -0.53375
H 0.93582 1.73533 -1.61768
H -1.68590 -0.74547 -2.55073
N -1.98943 -0.64931 2.13916
```

Output
**HOMO (spin up / spin down)**: -8.6 / -8.6 eV
**Strongest force on any atom**: 0.0821 hartree/bohr
**Relative energy (zero: lowest compared OMol25 entry of this formula, charge and spin)**: 268.3 kJ/mol
**Multiplicity**: 1

Atom charges from the Mulliken analysis, given in e for atoms 1 to 4: number 1, H, carries 0.4027; number 2, N, carries -0.3589; number 3, H, carries 0.3682; number 4, H, carries 0.2750



Entry 2:
# C6H13N3O2

One molecule with the formula C6H13N3O2 in a non-equilibrium geometry (ωB97M-V with the def2-TZVPD basis set, the Open Molecules 2025 dataset).

XYZ file:
```
24
Properties=species:S:1:pos:R:3
H -1.78713 0.61386 2.40287
H -1.02719 -0.30051 -2.22049
N 0.51436 -3.21436 -0.11901
C 0.73531 1.83928 -0.20478
H 0.44198 2.89083 -0.15945
C -1.53182 0.92817 0.26481
H -2.04629 1.88245 0.30849
H 1.61331 1.76849 -0.87975
H 0.55167 0.34384 -2.47455
N -0.40221 1.07402 -0.74033
H 1.41669 -2.93463 0.26763
C 1.17938 1.45378 1.20994
H -0.63663 -0.41364 1.64931
H 1.95686 2.14568 1.53532
H 0.31937 -4.18065 -0.39533
H 1.62601 0.43651 1.26417
H -2.23881 0.20243 -0.04520
C -0.98159 0.59740 1.67287
N 0.44505 -1.02644 -0.97007
O -1.02566 -2.61982 -1.60387
H 1.01780 -0.71708 -0.20967
C -0.15893 0.01260 -1.72401
C -0.03262 -2.27704 -0.95884
O 0.05108 1.49482 2.12994
```

Output
**HOMO**: -8.3 eV
**Strongest force on any atom**: 0.0628 hartree/bohr
**Relative energy (zero: lowest compared OMol25 entry of this formula, charge and spin)**: 35.3 kJ/mol
**Multiplicity**: 1

Atom charges from the Mulliken analysis, given in e for atoms 1 to 4: number 1, H, carries 0.3659; number 2, H, carries 0.4024; number 3, N, carries -0.4334; number 4, C, carries -0.6407



Entry 3:
# C6H13N3O3

One molecule with the formula C6H13N3O3 in a non-equilibrium geometry (ωB97M-V with the def2-TZVPD basis set, the Open Molecules 2025 dataset).

XYZ file:
```
25
Properties=species:S:1:pos:R:3
H -1.51598 -1.81896 0.82457
H -0.52054 1.10638 2.00505
C -1.54716 0.82873 1.46927
H -1.01306 -1.77625 -0.80531
N 1.79766 0.12499 -0.62651
C -0.85497 -1.27219 0.20108
O 1.24102 2.11256 0.43438
O 3.87430 0.97571 -0.02155
H -2.83144 -0.32110 -1.64313
N 3.34813 -1.14305 0.02383
H -2.24063 0.22189 2.08644
H -2.09054 1.79902 1.29796
H 1.44236 -0.67438 -1.21688
C -2.83455 0.02683 -0.60531
C -0.46979 0.97443 -0.82500
H 4.74707 -2.50353 0.00905
O 4.64867 -1.56455 0.41760
C 0.94669 1.16885 -0.26830
H 0.15347 -1.25241 0.50303
H -0.41392 0.63820 -1.80205
C -1.43546 0.16757 0.10011
N 3.17016 0.03639 -0.15280
H -0.96729 1.95128 -0.89261
H -3.18915 -0.69366 0.19507
H -3.44503 0.88725 -0.70800
```

Output
**HOMO**: -9.7 eV
**Strongest force on any atom**: 0.1248 hartree/bohr
**Relative energy (zero: lowest compared OMol25 entry of this formula, charge and spin)**: 581.0 kJ/mol
**Multiplicity**: 1

Atom charges from the Mulliken analysis, given in e for atoms 1 to 4: number 1, H, carries 0.4827; number 2, H, carries 0.2591; number 3, C, carries -1.3627; number 4, H, carries 0.3130